one | A cluster of 2 separate species, C2H7IOSi in total. Source: the Open Molecules 2025 dataset; level of theory: ωB97M-V with the def2-TZVPD basis set.

Last column: natural (NBO) charge in e.
Element x y z (Å)
C -2.10 -0.26 -0.06  -0.65
C -0.61 0.16 -0.23  -0.08
O -0.02 0.22 1.09  -0.72
Si 3.77 1.29 -0.19  0.66
I 4.47 -1.08 0.43  -0.33
H -2.51 -0.71 -1.02  0.23
H -2.19 -1.10 0.70  0.21
H -2.69 0.58 0.29  0.22
H -0.18 1.00 -0.65  0.19
H -0.07 -0.72 -0.73  0.15
H 2.84 0.90 -1.17  -0.33
H -0.71 -0.28 1.55  0.46

Summary:
- Kohn-Sham gap (eV) = 7.58
- molar mass (g mol⁻¹) = 202.07

---

two | A cluster of 2 separate species, C2H7IOSi in total. Source: the Open Molecules 2025 dataset; level of theory: ωB97M-V with the def2-TZVPD basis set.

Last column: natural (NBO) charge in e.
Element x y z (Å)
C -0.83 0.88 -0.50  -0.65
C -1.44 -0.12 0.54  -0.05
O -1.54 -1.41 0.08  -0.73
Si 2.61 -0.75 -0.04  0.61
I 5.02 -1.20 0.33  -0.30
H 0.19 1.13 -0.26  0.20
H -0.89 0.56 -1.52  0.21
H -1.42 1.77 -0.36  0.22
H -2.44 0.29 0.75  0.16
H -1.03 -0.18 1.58  0.16
H 2.75 0.66 0.08  -0.31
H -0.98 -1.62 -0.68  0.48

Summary:
- Kohn-Sham gap (eV) = 7.56
- molar mass (g mol⁻¹) = 202.07

---

Least stable = one

---

one | A structure of composition C5H8N2O3. Source: the Open Molecules 2025 dataset; level of theory: ωB97M-V with the def2-TZVPD basis set.

Last column: natural (NBO) charge in e.
Element x y z (Å)
N -2.11 0.87 -0.35  -0.81
C -1.31 0.01 -1.08  0.03
C -1.52 -0.57 -2.30  0.06
O -0.40 -1.20 -2.70  -0.26
N 0.57 -1.04 -1.76  -0.13
C 0.02 -0.42 -0.75  0.09
C 0.77 -0.15 0.53  -0.44
C 2.04 0.67 0.39  0.35
O 2.64 0.92 1.49  -0.57
H -2.16 0.66 0.64  0.38
H -3.04 1.00 -0.73  0.38
H -2.37 -0.61 -2.97  0.21
H 0.10 0.53 1.10  0.26
H 1.84 -0.91 0.40  0.30
H 1.94 1.49 -0.35  0.19
O 0.92 -0.81 2.69  -1.00
H 1.90 -0.05 2.64  0.51
H 0.17 -0.38 3.10  0.46

Summary:
- Kohn-Sham gap (eV) = 8.25
- molar mass (g mol⁻¹) = 144.13

---

two | A cluster of 2 separate species, C5H8N2O3 in total. Source: the Open Molecules 2025 dataset; level of theory: ωB97M-V with the def2-TZVPD basis set.

Last column: natural (NBO) charge in e.
Element x y z (Å)
N 1.30 0.33 1.91  -0.82
C -0.02 0.29 1.46  0.05
C -1.15 0.78 2.05  0.03
O -2.25 0.35 1.37  -0.40
C -1.83 -0.35 0.30  0.03
C -0.48 -0.52 0.36  0.04
N 0.39 -1.22 -0.48  -0.90
H 1.98 0.50 1.17  0.37
H 1.45 0.96 2.69  0.38
H -1.32 1.29 2.99  0.20
H -2.53 -0.45 -0.53  0.21
H 1.16 -1.69 -0.01  0.40
H -0.18 -1.72 -1.33  0.42
O -0.10 1.53 -3.01  -0.53
C 0.50 0.70 -2.35  0.64
O 0.68 -0.68 -2.87  -0.74
H 1.22 1.03 -1.58  0.13
H 1.18 -1.15 -2.14  0.49

Summary:
- Kohn-Sham gap (eV) = 8.82
- molar mass (g mol⁻¹) = 144.13

---

Least stable = one

---

one | A structure of composition CH3FIN. Source: the Open Molecules 2025 dataset; level of theory: ωB97M-V with the def2-TZVPD basis set.

Last column: natural (NBO) charge in e.
Element x y z (Å)
C 0.30 -0.24 0.60  0.10
N -0.56 -0.64 -0.29  -0.67
F -0.22 2.10 -0.30  -0.88
I 2.20 -0.39 -0.02  0.33
H -0.06 0.19 1.48  0.24
H -0.16 -0.88 -1.19  0.41
H -1.50 -0.15 -0.28  0.46

Summary:
- Kohn-Sham gap (alpha / beta) (eV) = 7.64 / 7.64
- molar mass (g mol⁻¹) = 174.94

---

two | A structure of composition CH3FIN. Source: the Open Molecules 2025 dataset; level of theory: ωB97M-V with the def2-TZVPD basis set.

Last column: natural (NBO) charge in e.
Element x y z (Å)
C 0.90 0.44 0.36  0.13
N 0.00 -0.34 -0.31  -0.81
F 0.67 2.12 -0.20  -0.55
I 2.89 -0.05 0.01  0.19
H 0.74 0.61 1.52  0.23
H 0.28 -0.81 -1.11  0.39
H -1.02 -0.38 -0.14  0.41

Summary:
- Kohn-Sham gap (eV) = 10.29
- molar mass (g mol⁻¹) = 174.94

---

three | An isolated molecule of CH3FIN. Source: the Open Molecules 2025 dataset; level of theory: ωB97M-V with the def2-TZVPD basis set.

Last column: natural (NBO) charge in e.
Element x y z (Å)
C -0.13 0.41 0.47  -0.47
N 0.42 -0.70 -0.16  -0.15
F 1.32 -0.20 -1.23  -0.29
I -1.02 -1.96 -1.02  0.28
H -0.71 0.08 1.23  0.22
H 0.72 1.21 0.80  0.22
H -0.61 1.16 -0.09  0.19

Summary:
- Kohn-Sham gap (eV) = 8.84
- molar mass (g mol⁻¹) = 174.94

---

four | A cluster of 2 separate species, CH3FIN in total. Source: the Open Molecules 2025 dataset; level of theory: ωB97M-V with the def2-TZVPD basis set.

Last column: natural (NBO) charge in e.
Element x y z (Å)
C 1.14 0.05 0.64  0.27
N -1.31 0.61 -0.43  -1.03
F 2.07 0.03 -0.17  -0.29
I 1.20 -1.64 1.93  0.06
H -0.29 0.48 -0.15  0.32
H -1.05 0.77 -1.36  0.34
H -1.76 -0.31 -0.45  0.35

Summary:
- Kohn-Sham gap (eV) = 8.34
- molar mass (g mol⁻¹) = 174.94

---

Least stable = four